29
Properties=species:S:1:pos:R:3:forces:R:3:nbo_charge:R:1 method="wB97M-V/def2-TZVPD" homo_lumo_gap_ha=0.3404 multiplicity=1 e_above_lowest_kcal_mol=77.0
P 1.97379 -2.14073 0.48452 2.957 -1.056 0.745 1.227
C -2.13082 -0.01996 -1.65952 -1.056 -0.225 -0.611 0.334
C 0.69790 1.38661 0.06047 0.801 -0.690 -1.036 -0.473
H -3.72913 -0.71029 -2.99220 -0.044 0.285 0.922 0.240
H 2.65181 0.44755 -0.34589 -0.415 0.150 0.877 0.229
H 1.16670 -3.10773 1.18021 -0.447 1.052 -0.444 -0.021
O 0.87377 -0.52743 2.43818 -0.760 0.755 -0.142 -0.715
H -2.65446 1.29636 0.00507 0.807 -0.237 -0.550 0.248
H -0.51718 -0.52157 0.35247 0.122 0.754 0.380 0.199
H 0.75319 1.43296 -1.06311 -0.055 -0.134 0.979 0.223
C 2.06434 0.75857 0.56310 0.173 0.012 -0.668 -0.463
C -1.74099 1.04726 -0.59839 -0.176 -0.366 0.602 -0.502
C -0.61224 0.58625 0.41070 -0.651 1.964 -1.015 0.072
C 1.95642 -0.51917 1.47735 0.448 0.442 0.064 -0.214
H -4.34128 -0.21516 -1.29715 0.467 0.115 -0.602 0.229
C -3.63220 -0.01467 -2.12786 1.389 0.769 -0.415 -0.674
O -0.21199 1.03257 4.14674 0.453 -0.585 -3.005 -0.869
H -0.41275 -0.71621 -1.82961 0.007 -0.274 -0.293 0.309
N 3.48046 -2.70982 0.53407 -1.357 0.752 -0.597 -1.294
O -1.07690 1.04776 1.71773 1.280 -1.558 0.578 -0.692
H 2.90515 -0.56737 2.07954 -0.735 -0.374 -0.764 0.252
H -3.79868 1.01548 -2.54881 -0.185 -0.809 0.569 0.220
N -1.35120 -0.87259 -2.22102 -0.131 1.166 1.119 -0.621
S 0.27077 0.99999 2.74364 -0.719 0.637 2.516 1.706
H 0.65654 2.46038 0.38101 -0.419 -1.070 -0.073 0.243
H -1.38889 2.00063 -1.06389 -0.512 -0.767 0.077 0.236
H 3.85412 -2.81761 -0.40819 0.076 -0.002 0.280 0.368
H 2.68844 1.56405 1.03103 -0.640 -0.867 -0.129 0.239
H 1.56294 -1.94355 -0.86826 -0.677 0.163 0.637 -0.036



7
Properties=species:S:1:pos:R:3:forces:R:3:nbo_charge:R:1 method="wB97M-V/def2-TZVPD" homo_lumo_gap_ha="0.2897 / 0.3335" multiplicity=3 e_above_lowest_kcal_mol=23.8
F 0.79506 -0.13562 1.86025 -0.273 1.141 0.378 -0.600
O 1.49715 0.13263 -1.45028 -1.810 -0.325 1.392 -0.351
C -0.73874 -0.24053 -0.04625 0.204 1.914 -1.914 -0.722
P 0.12139 1.07096 0.88384 0.821 -1.846 0.561 1.088
H -0.83146 -1.24216 0.24999 -0.200 -1.369 0.558 0.244
C 0.51905 0.22180 -0.68359 2.885 1.031 -1.379 0.087
H -1.36246 0.19292 -0.81396 -1.627 -0.548 0.405 0.253



10
Properties=species:S:1:pos:R:3:forces:R:3:nbo_charge:R:1 method="wB97M-V/def2-TZVPD" homo_lumo_gap_ha=0.4285 multiplicity=1 e_above_lowest_kcal_mol=18.4
O -3.46509 2.04155 1.78217 1.796 -1.825 -0.721 -0.589
C -2.67113 1.11549 1.63496 -1.184 1.552 0.247 0.641
H 3.66744 -1.16235 -3.13244 -0.762 0.804 0.554 0.496
H -1.93429 0.91235 0.83280 -0.462 0.676 -0.063 0.121
O 2.95974 -0.51582 -2.86195 0.316 -1.096 0.666 -0.693
H 1.63099 -0.20428 -1.44193 0.357 -0.483 0.666 0.131
C 2.51703 -0.85021 -1.60126 2.042 -1.805 -0.330 0.639
O -2.54069 0.11800 2.49725 -0.959 -0.210 1.241 -0.668
H -3.22432 0.26762 3.20596 0.806 -0.194 -0.700 0.496
O 3.06034 -1.72233 -0.91559 -1.950 2.582 -1.560 -0.573



7
Properties=species:S:1:pos:R:3:forces:R:3:nbo_charge:R:1 method="wB97M-V/def2-TZVPD" homo_lumo_gap_ha=0.3200 multiplicity=1 e_above_lowest_kcal_mol=49.9
C 0.13394 0.70505 -0.07502 -2.665 -0.100 5.958 -0.809
S 0.51325 -0.94919 0.83313 -0.606 0.289 -0.651 0.995
O -0.13782 -0.69054 -2.17213 -0.244 -0.377 -0.323 -0.912
S -0.87248 -0.51117 -0.91187 0.693 0.526 0.381 1.095
H -0.22518 1.39309 0.90748 0.494 -1.740 -3.191 0.278
H 0.86238 1.11170 -0.66914 1.828 0.848 -1.431 0.251
O -0.27409 -1.05894 2.08756 0.501 0.554 -0.744 -0.898



61
Properties=species:S:1:pos:R:3:forces:R:3:nbo_charge:R:1 method="wB97M-V/def2-TZVPD" homo_lumo_gap_ha=0.3350 multiplicity=1 e_above_lowest_kcal_mol=2.7
O -3.98559 -1.65864 1.29841 0.215 0.111 0.175 -0.495
H -5.92946 -0.47876 -0.19114 -0.006 0.024 0.062 0.206
O 0.78425 4.83123 -1.24244 0.057 -0.007 -0.155 -0.606
C -7.24489 -2.14617 -0.55856 0.159 0.134 0.123 -0.606
H -0.36538 3.65487 1.34012 -0.150 0.078 -0.070 0.284
H 7.52584 -0.34780 -0.51538 0.066 0.034 -0.029 0.212
C -3.17955 -0.23951 -0.52845 -0.288 -0.335 0.086 -0.273
C -2.35020 -0.04974 1.71379 -0.172 -0.136 -0.040 -0.248
C 6.65695 -0.85038 -0.11552 0.158 -0.055 -0.052 -0.205
C 4.43087 -2.11545 0.90542 0.083 0.000 0.025 -0.221
O -0.23117 6.07081 0.30515 -0.229 0.434 0.452 -0.683
H 3.73398 1.90967 1.16738 -0.037 0.076 -0.083 0.241
H -2.29842 1.07665 -1.94921 0.019 0.035 -0.116 0.208
C -4.95283 -2.28051 0.47905 -0.416 0.052 -0.161 -0.058
H -6.61728 -1.18741 1.26791 0.050 0.051 0.015 0.208
H 1.25923 1.64708 -1.21574 0.041 0.020 0.102 0.410
C 1.24054 -1.40980 -2.33418 0.035 0.066 -0.118 -0.221
H -0.99845 -2.33310 0.01625 -0.099 -0.020 0.033 0.219
H -0.64730 -2.41512 -2.42814 -0.072 -0.044 -0.052 0.212
H 0.66433 -1.26081 1.46333 -0.002 0.032 0.133 0.218
H -2.37714 -0.38806 2.73768 -0.003 -0.039 0.141 0.224
H -1.78665 4.02641 0.35703 -0.002 0.006 -0.023 0.244
C -0.10898 -1.90477 -0.42001 -0.063 -0.100 -0.042 -0.191
C -1.46297 1.37871 -0.00456 -0.075 0.095 -0.282 -0.068
H 5.44901 0.89667 -0.23057 -0.036 0.126 -0.016 0.210
C 0.08891 -1.95182 -1.78810 -0.108 -0.077 -0.003 -0.223
C 1.65072 2.00222 0.73287 0.449 -0.055 -0.609 0.701
C 3.01198 -0.08050 0.74515 0.005 0.091 -0.096 -0.280
H -4.52240 -2.56255 -0.49039 -0.001 -0.016 0.070 0.166
H -7.54056 -3.07882 -0.08359 -0.085 -0.125 0.001 0.203
C -2.30911 0.76586 -0.91388 0.168 0.213 0.176 -0.190
C -0.51511 2.46579 -0.45778 -0.080 0.131 0.283 -0.044
H 7.65198 -2.73301 0.10365 0.073 -0.039 -0.012 0.213
C 0.03117 4.90963 -0.30811 0.077 -0.030 -0.173 0.804
H 2.70467 -0.21775 1.78882 0.000 0.025 -0.098 0.231
H -0.69355 2.66887 -1.52012 0.035 -0.055 0.172 0.219
C 1.98621 -0.75245 -0.14029 -0.102 -0.182 0.091 -0.018
C -6.20458 -1.42205 0.28500 0.234 -0.158 -0.002 -0.425
H -6.84750 -2.37593 -1.54506 -0.021 -0.053 -0.133 0.201
C 2.18524 -0.81939 -1.51497 0.007 0.005 0.032 -0.200
C -1.49326 0.95383 1.32055 -0.129 -0.035 -0.005 -0.195
H -5.21584 -3.19781 1.01429 0.033 0.063 -0.133 0.192
H 3.09245 -0.41608 -1.94354 0.126 0.030 -0.052 0.208
C 6.72918 -2.18668 0.23093 0.118 0.033 -0.051 -0.220
C -0.72739 3.77137 0.31620 0.120 -0.063 -0.150 -0.539
H 1.40577 -1.45200 -3.40117 0.018 -0.012 -0.085 0.213
C 3.03796 1.43408 0.47520 -0.092 -0.135 0.316 -0.487
C 5.60843 -2.81899 0.74391 -0.071 -0.079 0.055 -0.204
O 1.29948 2.37105 1.83751 -0.095 0.026 0.587 -0.658
H 5.65352 -3.86264 1.01895 0.001 -0.082 0.025 0.213
N 0.87364 2.02831 -0.36749 -0.080 0.102 -0.343 -0.607
H -8.12960 -1.52688 -0.68102 -0.103 -0.018 -0.056 0.217
C 0.83223 -1.30399 0.39716 0.138 0.005 -0.012 -0.216
H 3.34251 1.64149 -0.55051 0.084 -0.015 -0.028 0.210
H -3.81888 -0.68526 -1.27405 -0.098 -0.069 -0.035 0.209
H 0.28401 6.78927 -0.09433 0.027 -0.301 -0.128 0.496
C 4.34697 -0.76935 0.55970 0.084 0.023 0.124 0.085
H -0.83210 1.40565 2.04253 0.094 0.061 0.102 0.244
C 5.47439 -0.14603 0.04571 -0.126 0.050 0.047 -0.247
H 3.55700 -2.61218 1.30288 -0.100 -0.061 0.027 0.212
C -3.20726 -0.66135 0.79581 0.166 0.166 -0.013 0.297



15
Properties=species:S:1:pos:R:3:forces:R:3:nbo_charge:R:1 method="wB97M-V/def2-TZVPD" homo_lumo_gap_ha=0.3647 multiplicity=1 e_above_lowest_kcal_mol=54.9
H 0.87488 0.33419 1.50246 1.219 1.160 -0.201 0.181
N 0.05969 -1.17300 0.31963 1.137 -0.386 -1.166 -0.405
C 0.03519 -0.29931 1.49304 0.155 -1.812 -0.487 -0.266
S 0.47868 1.31684 -2.67597 -0.115 -0.128 0.124 0.221
H -1.20913 1.13587 2.51670 0.143 -0.707 -0.423 0.217
H -1.50332 1.02789 0.83183 -0.269 0.260 -0.805 0.194
H 0.19724 -0.98083 2.31571 -0.064 -0.093 0.423 0.210
C -1.23446 0.41223 1.66329 -0.742 1.820 1.397 -0.616
N 0.42017 0.63555 -1.12723 1.055 -1.208 -1.926 -0.757
N 0.89610 -2.41835 -2.74440 -0.296 0.922 0.983 -0.255
C 0.38782 -0.71680 -0.83499 -1.305 0.164 1.600 0.318
H -2.02532 -0.27137 1.85606 -0.785 -0.552 0.041 0.223
C 0.64856 -1.65267 -1.91152 0.230 -0.887 -1.061 0.233
H 1.80669 1.45341 -2.82251 0.088 0.015 0.108 0.103
H 0.16724 1.19635 -0.38211 -0.453 1.433 1.391 0.398